1.
Formula: C6H8N
Source: the OMol25 dataset
Level of theory: ωB97M-V with the def2-TZVPD basis set

Geometry as XYZ:
```
15
Properties=species:S:1:pos:R:3:mulliken_charge:R:1
H 2.616 1.211 -0.536 0.444
H 1.052 -2.521 0.377 0.305
C -2.280 -0.065 -0.321 -0.044
N -0.018 -0.797 -0.092 0.016
C -1.236 -0.726 -0.144 0.470
H -3.252 1.773 -0.194 0.270
H -3.650 0.417 1.033 0.286
H 1.433 -1.139 1.621 0.238
C 1.096 -1.470 0.548 -0.486
C 1.667 1.032 -0.267 -1.389
H 1.554 1.316 0.721 0.418
C -3.132 0.756 0.171 -0.413
H 1.068 1.641 -0.862 0.365
H 1.711 -0.927 -1.540 0.303
C 1.372 -0.502 -0.518 0.216
```

Summary:
total charge: +1
energy relative to the best compared isomer or geometry (same formula, charge and spin): 5.953 eV
SMILES string: C=C=C=[N+]1C[C@@H]1C

2.
Formula: C6H10O2
Source: the OMol25 dataset
Level of theory: ωB97M-V with the def2-TZVPD basis set

Geometry as XYZ:
```
18
Properties=species:S:1:pos:R:3:mulliken_charge:R:1
H 2.151 -0.103 1.714 0.280
H -2.106 -0.898 -1.113 0.340
C 0.999 0.264 1.391 -1.291
H 0.124 0.261 -1.815 0.361
H 2.965 -0.341 -0.522 0.178
H -2.192 1.115 -0.605 0.293
C -1.628 -0.781 -0.137 -0.493
C 0.457 -0.483 0.113 1.051
O -0.432 -1.465 0.189 -0.467
C 0.563 0.593 -0.864 -0.153
H 1.317 1.342 1.173 0.370
H 1.948 -1.149 -1.420 0.399
C -1.436 0.682 0.146 -0.386
O -0.195 1.614 -0.338 -0.413
H -1.611 0.966 1.288 0.273
H 0.357 0.299 2.255 0.379
H -2.318 -1.176 0.556 0.348
C 1.775 -0.527 -0.703 -1.070
```

Summary:
energy relative to the best compared isomer or geometry (same formula, charge and spin): 8.044 eV
SMILES string: C[C@]12C[C@@H]1OCCO2

3.
Formula: C5H12O
Source: the OMol25 dataset
Level of theory: ωB97M-V with the def2-TZVPD basis set

Geometry as XYZ:
```
18
Properties=species:S:1:pos:R:3:mulliken_charge:R:1
H -0.723 -1.516 -1.776 0.291
H -0.503 -0.958 1.118 0.282
C 0.317 -1.372 -2.026 -1.165
O -1.135 0.733 -0.098 -0.330
C -0.220 1.103 2.339 -0.865
C 0.100 0.737 -0.822 -0.565
H 0.507 -0.874 -2.959 0.341
H 0.554 -1.155 0.216 0.044
H -0.063 1.103 -2.000 0.289
H -0.647 2.237 2.222 0.238
H -0.459 0.561 3.261 0.376
H 0.990 1.122 2.223 0.201
H 0.786 1.556 -0.396 0.274
C 0.922 -0.679 -0.789 -0.043
C -0.975 0.182 1.153 -0.247
H 0.674 -2.420 -2.191 0.326
H -2.186 0.198 1.327 0.251
H 2.060 -0.556 -0.802 0.303
```

Summary:
energy relative to the best compared isomer or geometry (same formula, charge and spin): 3.535 eV
SMILES string: CCCOCC

4.
Formula: C24H19N4O7S2
Source: the OMol25 dataset
Level of theory: ωB97M-V with the def2-TZVPD basis set

Geometry as XYZ:
```
56
Properties=species:S:1:pos:R:3:mulliken_charge:R:1
C -2.973 -1.764 3.482 -0.334
N 0.117 2.595 -3.208 -0.583
C 2.935 0.305 4.257 -0.250
C -2.101 2.759 3.587 -0.802
C 4.979 0.465 2.991 -0.443
S 0.625 1.534 3.616 1.263
C -3.579 -2.639 4.386 -0.743
N 1.741 -0.218 -0.772 -0.385
H 2.410 0.067 5.180 0.384
O -1.670 -0.883 1.199 -0.736
C -3.409 2.976 4.017 -0.672
C -1.836 1.941 2.464 -0.203
H -3.577 3.462 4.978 0.386
H -0.936 -3.153 6.504 0.351
H -1.279 3.179 4.151 0.524
O 3.293 -0.582 -2.376 -0.394
H -2.741 1.374 0.594 0.363
C 0.635 0.399 -0.397 0.778
H 2.356 1.882 1.294 0.562
C -1.495 -2.799 5.631 -0.833
C 0.919 1.915 -2.311 0.525
O 0.820 2.953 3.837 -0.856
H -5.067 1.752 1.311 0.422
N 2.094 1.344 -2.551 -0.620
H 4.156 -2.413 -2.210 0.249
N -1.174 1.566 -1.574 0.744
C 2.917 1.330 2.047 -0.380
C -0.572 1.210 2.317 0.697
C -0.869 -1.983 4.685 -0.058
O -1.178 2.407 -2.749 -0.199
C -2.838 -3.154 5.460 -0.277
H 4.814 1.389 1.042 0.419
C 4.301 0.064 4.141 -0.711
C -2.937 1.735 1.593 -0.080
O -2.244 1.124 -1.188 -0.715
H 0.082 0.119 0.482 -0.240
H -4.633 -2.906 4.261 0.352
C -4.246 2.007 1.980 -0.734
H -5.508 2.813 3.538 0.362
H 0.188 -1.752 4.778 0.331
S -0.773 -0.586 2.309 1.538
H -3.546 -1.333 2.660 0.398
C 0.135 1.411 -1.209 0.373
C 4.287 1.067 1.936 -0.772
C 3.189 -1.974 -1.966 -0.570
C 2.345 0.219 -1.886 0.528
O 0.211 0.703 4.735 -0.686
H 2.958 -2.048 -0.899 0.285
H -3.319 -3.826 6.177 0.333
H 6.058 0.331 2.937 0.362
C 2.260 0.926 3.207 0.344
O 0.584 -1.111 2.342 -0.723
C -1.615 -1.442 3.640 -0.003
H 2.386 -2.461 -2.536 0.237
H 4.809 -0.396 4.987 0.371
C -4.490 2.592 3.226 -0.478
```

Summary:
total charge: -1

no.,LUMO (eV),HOMO-LUMO gap (eV)
1,-5.14,9.60
2,0.84,10.10
3,1.12,10.52
4,1.36,5.90